(1)
Formula: C5H12N2
Source: the Open Molecules 2025 dataset
Level of theory: ωB97M-V with the def2-TZVPD basis set

Structure (XYZ):
```
19
Properties=species:S:1:pos:R:3:forces:R:3
C 1.04349 -0.96960 2.81727 -0.81 -0.66 -0.84
C 1.18644 -0.30919 1.74478 1.06 -0.59 1.56
C -1.10138 1.21279 -0.46775 0.38 -0.21 0.67
C -0.85065 -1.21805 -0.14716 1.50 0.08 -4.10
C 0.77512 0.05117 -1.40400 1.92 2.97 0.00
N -0.87452 2.38638 -0.90315 2.76 2.62 -2.25
N -0.33758 0.16246 -0.52143 -0.86 -1.80 0.86
H 1.28033 -0.85058 3.87557 0.40 0.75 0.13
H 0.47801 -1.94631 2.80666 0.19 0.51 -0.52
H 1.68864 0.08718 0.85656 -0.55 -0.11 0.43
H -1.97392 1.25297 0.10251 -1.54 -1.12 0.92
H 0.09743 -1.80022 0.03839 -1.30 0.20 0.43
H -1.66859 -1.23154 0.51327 -0.59 0.05 1.24
H -1.22749 -1.61958 -1.17658 0.52 0.24 1.92
H 0.51300 -0.58640 -2.20662 0.12 -0.38 -1.15
H 1.14807 1.09005 -1.67373 -0.86 -1.28 -0.51
H 1.70540 -0.27231 -0.93493 -0.21 -0.86 0.24
H -1.51848 3.10500 -0.70389 -1.05 0.76 0.33
H -0.05374 2.78410 -1.42866 -1.05 -1.17 0.62
```
Forces are in eV/Å.

## Properties
net charge	+2
E_tot	-8337.56217	eV
LUMO level	-11.320	eV
energy above the lowest of the compared OMol25 structures with the same formula, charge and spin	107.4	kcal per mole
gap between HOMO and LUMO	7.4	eV
HOMO energy	-0.6886	Ha

=====

(2)
Formula: C5H12N2O
Source: the Open Molecules 2025 dataset
Level of theory: ωB97M-V with the def2-TZVPD basis set

Structure (XYZ):
```
20
Properties=species:S:1:pos:R:3:forces:R:3
C -1.09944 0.94249 -2.15049 -0.26 0.86 -0.83
C -1.33921 0.20546 -0.81724 1.12 0.41 -1.09
C -0.11160 0.24519 0.12627 0.49 -0.65 -0.72
N -0.41348 0.14997 1.52850 0.22 0.36 0.40
C -0.27078 1.36961 2.32832 0.64 0.25 -0.66
C 0.91384 -0.82597 -0.35725 -0.53 -0.47 0.29
N 1.70266 -1.44781 0.57598 -0.15 0.02 0.31
O 1.01920 -1.08345 -1.54068 0.18 0.18 -0.03
H -0.73784 0.39236 -3.01485 -0.11 -0.78 0.33
H -2.03748 1.40888 -2.47403 0.03 -0.10 0.00
H -0.37766 1.76603 -2.15191 -0.03 0.04 0.75
H -2.21591 0.68639 -0.39224 0.06 -0.21 0.56
H -1.53910 -0.83081 -1.08568 -0.33 -0.08 0.33
H 0.48576 1.14428 -0.06767 -0.39 0.27 0.18
H -1.30817 -0.26377 1.69079 -0.40 -0.24 -0.10
H -1.19902 1.70648 2.78253 0.02 -0.34 0.47
H 0.03710 2.23086 1.72223 -0.05 -0.22 -0.26
H 0.56297 1.22193 3.01141 -0.34 0.19 0.62
H 1.43060 -1.55465 1.54685 -0.17 0.49 -0.40
H 2.29157 -2.17863 0.21249 -0.01 0.02 -0.14
```
Forces are in eV/Å.

## Properties
net charge	0
E_tot	-10407.28377	eV
LUMO level	0.970	eV
energy above the lowest of the compared OMol25 structures with the same formula, charge and spin	26.3	kcal per mole
SMILES	CC[C@@H](NC)C(N)=O
gap between HOMO and LUMO	9.7	eV
HOMO energy	-0.3223	Ha

=====

(3)
Formula: C5H12N2O
Source: the Open Molecules 2025 dataset
Level of theory: ωB97M-V with the def2-TZVPD basis set

Structure (XYZ):
```
20
Properties=species:S:1:pos:R:3:forces:R:3
C -0.92291 2.19846 1.99438 0.53 0.35 -0.54
C -1.25838 1.54166 0.67288 -0.08 1.40 -0.76
C -1.32150 2.21279 -0.49100 0.08 -0.08 0.19
O -1.66757 1.58347 -1.68426 0.20 -0.23 1.41
H 0.01339 1.74663 2.40241 -0.70 0.43 -0.06
H -0.76412 3.29283 1.82926 0.00 -0.83 0.27
H -1.73716 2.08445 2.72062 0.25 -0.07 -0.09
H -1.49711 0.50108 0.66746 -0.14 -0.58 -0.03
H -1.09361 3.30147 -0.57556 -0.21 -0.93 0.15
H -1.65151 2.20656 -2.39625 0.05 0.55 -0.49
N 0.79506 -2.96782 -1.64440 -0.47 -0.35 -0.20
C 1.52218 -2.35507 -0.57525 0.15 0.68 1.03
C 1.01549 -1.46610 0.31898 -0.11 -1.01 -1.38
N 1.79015 -0.90239 1.38206 0.09 0.28 0.15
H 0.77502 -3.99303 -1.50931 0.05 0.89 -0.20
H 1.23361 -2.78423 -2.55510 -0.20 -0.14 0.62
H 2.56120 -2.69588 -0.51388 -0.07 0.45 0.50
H -0.03036 -1.12701 0.22684 0.43 -0.40 -0.18
H 1.30171 -1.00197 2.27993 0.24 0.13 -0.56
H 1.92372 0.10239 1.21415 -0.09 -0.55 0.19
```
Forces are in eV/Å.

## Properties
net charge	0
E_tot	-10405.33605	eV
LUMO level	0.859	eV
energy above the lowest of the compared OMol25 structures with the same formula, charge and spin	71.2	kcal per mole
SMILES	C/C=C/O.N/C=C/N
gap between HOMO and LUMO	9.6	eV
HOMO energy	-0.3201	Ha

=====

(4)
Formula: C5H12N2O
Source: the Open Molecules 2025 dataset
Level of theory: ωB97M-V with the def2-TZVPD basis set

Structure (XYZ):
```
20
Properties=species:S:1:pos:R:3:forces:R:3
C 0.31660 -0.56552 -0.84167 0.83 0.54 0.82
C 0.34445 -2.03819 -0.44414 0.02 0.22 -0.03
C 1.44240 1.45557 0.46084 -0.19 -0.16 0.01
N -0.91152 0.08882 -0.54075 0.09 0.06 -0.11
N 1.61893 0.16034 -0.19461 -0.38 -0.47 0.43
C -1.57127 0.07539 0.66981 -0.16 0.00 -0.01
C -2.60433 0.85237 1.00410 0.12 -0.09 -0.02
O 0.70115 -0.30593 -2.12172 1.20 0.40 0.02
H 1.70586 0.11297 -1.57320 -1.50 -0.57 -1.08
H -1.15433 0.79761 -1.21693 0.03 -0.03 0.04
H 2.15164 -0.47475 0.39309 -0.06 0.03 -0.01
H -1.20633 -0.66894 1.36705 0.00 -0.01 0.02
H -0.41854 -2.55926 -1.01982 -0.02 0.00 0.02
H 0.16428 -2.19288 0.62009 -0.04 -0.02 -0.01
H 1.31516 -2.45872 -0.70437 0.01 0.03 0.00
H 0.90740 2.11730 -0.21845 0.02 0.05 0.04
H 2.41692 1.89240 0.68102 -0.02 -0.03 -0.06
H 0.87390 1.37901 1.39136 -0.02 0.03 -0.05
H -3.09375 0.73031 1.95707 0.05 -0.01 0.05
H -2.99863 1.60208 0.33123 0.00 0.01 -0.05
```
Forces are in eV/Å.

## Properties
net charge	0
E_tot	-10405.40116	eV
LUMO level	0.860	eV
energy above the lowest of the compared OMol25 structures with the same formula, charge and spin	69.7	kcal per mole
gap between HOMO and LUMO	9.0	eV
HOMO energy	-0.2996	Ha

=====

(5)
Formula: C5H12N2O
Source: the Open Molecules 2025 dataset
Level of theory: ωB97M-V with the def2-TZVPD basis set

Structure (XYZ):
```
20
Properties=species:S:1:pos:R:3:forces:R:3
C 2.19235 0.42270 -0.26545 -0.31 4.86 -1.57
O 3.00100 0.09564 0.80507 -0.30 -0.59 0.16
C 0.77161 0.03054 0.02763 -0.60 1.59 2.75
C -0.44082 0.65487 -0.82982 -1.54 0.00 0.31
C -1.75831 0.38829 0.04939 2.17 0.49 -2.16
C -2.49528 1.36512 0.59855 0.59 0.31 0.23
N -1.93847 -0.97840 0.08853 1.36 -1.81 0.42
N 1.17154 -1.84012 -0.26505 -0.23 1.22 -0.79
H 2.56584 -0.21625 -1.11848 -0.66 1.48 0.01
H 2.17755 1.63137 -0.40519 0.45 -2.80 -0.15
H 2.63422 -0.79221 0.65516 1.32 -1.75 1.77
H 0.44233 -0.05624 1.13993 0.91 0.43 -2.10
H -0.46893 0.07365 -1.81804 -0.32 1.09 1.09
H -0.43431 1.76879 -1.02104 0.78 -1.29 0.22
H -3.16169 0.92550 1.36816 -0.18 1.22 -0.54
H -2.31067 2.49117 0.38064 -0.45 -2.39 0.72
H -2.49546 -1.36961 0.87991 0.87 0.34 -1.14
H -1.03612 -1.54018 -0.23162 -2.92 1.07 1.35
H 1.00393 -2.23988 0.67273 -0.92 0.85 -0.24
H 0.57967 -0.81476 -0.71101 -0.03 -4.34 -0.32
```
Forces are in eV/Å.

## Properties
net charge	0
E_tot	-10400.18181	eV
LUMO level	0.378	eV
energy above the lowest of the compared OMol25 structures with the same formula, charge and spin	190.1	kcal per mole
gap between HOMO and LUMO	8.9	eV
HOMO energy	-0.3146	Ha

=====

(6)
Formula: C5H12N2O
Source: the Open Molecules 2025 dataset
Level of theory: ωB97M-V with the def2-TZVPD basis set

Structure (XYZ):
```
20
Properties=species:S:1:pos:R:3:forces:R:3
C 3.29055 -0.33630 -0.24698 -2.00 -0.05 0.35
N 2.09424 0.28384 -0.24079 4.20 -3.76 -0.59
O 1.09796 -0.70445 -0.58241 -0.26 2.37 1.04
C -0.15599 -0.08231 -0.06701 1.59 0.71 -0.81
C -0.38791 1.35777 -0.63158 -2.24 -2.65 0.43
C -0.16752 -0.04473 1.44496 -1.43 1.73 2.69
C -1.23839 -1.00729 -0.54591 -0.90 -2.42 0.16
N -2.63260 -0.38132 -0.41643 2.00 0.66 1.83
H 3.41230 -1.52708 -0.41196 -0.54 3.00 0.25
H 4.24140 0.24087 0.01793 -1.75 -0.60 -0.53
H -0.33474 1.25872 -1.66823 0.04 0.01 -1.98
H 0.20893 2.13781 -0.36178 1.92 1.71 1.24
H -1.44401 1.60868 -0.37525 1.17 0.34 -0.09
H -0.94826 0.91025 1.57493 1.72 -2.77 0.66
H 0.78615 0.31841 2.01146 -1.57 -0.77 -1.46
H -0.56973 -1.04930 1.97397 0.89 2.45 -1.22
H -1.01679 -1.58150 -1.55454 -0.61 1.80 1.71
H -1.11347 -1.81370 0.25015 -0.90 0.42 -1.36
H -2.47822 0.57542 -0.84010 -0.95 -1.72 0.50
H -2.64388 -0.16381 0.66956 -0.39 -0.44 -2.81
```
Forces are in eV/Å.

## Properties
net charge	0
E_tot	-10402.77754	eV
LUMO level	0.944	eV
energy above the lowest of the compared OMol25 structures with the same formula, charge and spin	130.2	kcal per mole
SMILES	C=NOC(C)(C)CN
gap between HOMO and LUMO	10.7	eV
HOMO energy	-0.3574	Ha